1.
Entry from OMol25: a gas-phase ion, C22H48BBrClN3O3P (charge +1) in a non-equilibrium geometry (ωB97M-V/def2-TZVPD).

* molecular weight: 559.79 g/mol
* HOMO level: -11.9 eV
* strongest force on any atom: 0.02435 Eh/bohr
* charge: +1
* spin multiplicity: 1
* SMILES: CCCCCCCCCCCCCCCCCCCCN/C(NCB(O)O)=[N+](\Cl)P(O)Br

The geometry in XYZ format:
```
80
Properties=species:S:1:pos:R:3:forces:R:3
C 7.7425 -3.2701 1.6982 0.0 -0.2 0.1
C 6.4604 -3.5126 0.9034 0.2 0.0 -0.2
C 6.0923 -2.4402 -0.1549 -0.2 0.1 0.3
C 6.9520 -1.1722 -0.1830 -0.1 0.1 -0.4
C 6.7802 -0.3953 -1.4960 -0.2 -0.1 0.0
C 5.5134 0.4801 -1.5239 0.2 0.1 -0.3
C 5.8359 1.9746 -1.5196 -0.1 -0.1 -0.1
C 4.6319 2.8917 -1.3178 0.1 0.3 0.2
C 3.9473 2.7278 0.0518 0.0 -0.3 0.0
C 2.6337 1.9398 0.0086 0.1 0.0 -0.3
C 1.5146 2.6737 -0.7551 0.1 0.1 0.2
C 0.4463 3.3493 0.1082 -0.1 0.0 -0.3
C -0.5841 2.4176 0.7505 0.0 0.0 0.1
C -0.0993 1.5883 1.9513 0.0 0.1 0.1
C -1.1792 1.3439 3.0191 0.2 -0.2 0.1
C -1.8398 -0.0473 2.9321 -0.2 0.3 0.1
C -3.3475 0.0168 3.1742 0.1 -0.1 0.2
C -4.1368 -1.2762 2.9261 -0.2 0.1 -0.1
C -3.7767 -2.0340 1.6459 0.0 0.1 0.0
C -4.2482 -1.2970 0.3923 0.0 0.2 0.0
N -5.6016 -1.7474 0.0203 -0.1 -0.1 0.0
C -6.1667 -1.6321 -1.1508 -0.2 0.2 0.1
N -5.5387 -1.0081 -2.2224 0.0 0.2 0.1
C -5.3620 0.4752 -2.1634 -0.1 0.1 0.0
B -6.5582 1.3535 -2.7739 0.0 0.0 0.0
O -6.2402 2.5114 -3.4310 -0.2 -0.2 0.0
O -7.8686 0.9867 -2.6970 0.1 0.3 0.1
N -7.4339 -2.0751 -1.3871 0.8 -0.8 -0.5
Cl -7.9447 -3.3610 -0.3637 -0.3 0.4 0.3
P -7.9480 -2.2385 -3.1453 0.0 0.2 0.0
O -7.8024 -3.8480 -3.2171 0.0 0.1 0.0
Br -10.0829 -1.9980 -2.6864 -0.2 0.0 0.0
H 7.8220 -4.0066 2.4997 0.0 0.0 0.0
H 7.7720 -2.2822 2.1576 0.0 0.0 0.0
H 8.6305 -3.3961 1.0775 0.0 0.1 0.0
H 6.5776 -4.4677 0.3867 -0.1 -0.1 0.1
H 5.6298 -3.6498 1.5980 0.0 0.1 0.0
H 6.0796 -2.8850 -1.1525 0.1 0.0 0.0
H 5.0611 -2.1275 0.0367 0.0 0.0 -0.2
H 8.0072 -1.4103 -0.0527 0.0 0.0 0.1
H 6.6318 -0.5060 0.6249 0.3 -0.1 0.2
H 7.6613 0.2252 -1.6774 0.0 0.1 0.0
H 6.7403 -1.1128 -2.3201 0.1 0.0 0.0
H 4.9520 0.2739 -2.4401 -0.2 0.0 0.1
H 4.8668 0.2282 -0.6794 0.0 -0.1 0.0
H 6.2979 2.2138 -2.4824 0.1 0.0 0.1
H 6.5925 2.1857 -0.7560 -0.1 0.0 0.1
H 4.9867 3.9210 -1.4112 0.0 0.0 -0.1
H 3.9103 2.7501 -2.1286 0.0 -0.1 0.0
H 4.6412 2.1906 0.7068 0.0 0.1 0.1
H 3.7707 3.7034 0.5124 0.0 0.0 0.0
H 2.8361 0.9851 -0.4831 0.0 0.0 0.0
H 2.3240 1.7059 1.0265 0.0 0.0 0.0
H 1.9815 3.4518 -1.3641 0.0 0.0 -0.1
H 1.0216 1.9962 -1.4589 0.0 0.0 0.0
H -0.1103 4.0287 -0.5448 0.0 0.1 0.0
H 0.9065 3.9832 0.8732 0.1 -0.1 0.0
H -1.4154 3.0367 1.1016 0.0 0.0 -0.1
H -0.9933 1.7668 -0.0323 0.0 0.0 0.0
H 0.7430 2.1059 2.4136 0.0 0.1 0.0
H 0.2906 0.6210 1.6222 0.1 0.0 0.0
H -1.9461 2.1212 2.9648 0.0 0.0 -0.1
H -0.7206 1.4519 4.0035 -0.1 0.0 0.0
H -1.3982 -0.6910 3.6962 0.1 -0.2 -0.2
H -1.6143 -0.4763 1.9528 0.0 0.0 0.0
H -3.5012 0.2817 4.2236 -0.1 0.1 0.0
H -3.7765 0.8494 2.6071 0.0 -0.1 -0.1
H -4.0630 -1.9530 3.7780 0.2 0.0 0.0
H -5.1983 -1.0014 2.8649 0.0 -0.1 0.1
H -2.7013 -2.1754 1.5620 0.0 -0.1 0.1
H -4.2226 -3.0317 1.6775 0.1 0.0 -0.1
H -3.5797 -1.4360 -0.4558 0.0 -0.1 0.0
H -4.2994 -0.2256 0.5964 0.1 0.0 0.0
H -6.1297 -2.2103 0.7518 0.0 0.0 0.0
H -4.6669 -1.4737 -2.4470 0.0 0.0 0.1
H -4.4654 0.6988 -2.7393 0.0 0.0 0.0
H -5.1490 0.8163 -1.1418 0.1 0.0 0.0
H -6.0082 3.2676 -2.8917 0.1 0.2 -0.1
H -8.1037 0.4042 -1.9712 -0.1 -0.3 -0.1
H -7.4624 -4.1232 -4.0791 0.0 -0.1 0.0
```
Positions in Å, forces in eV/Å.

Atomic partial charges in e from the Löwdin method, atoms 1 to 8: -0.13, -0.25, -0.21, -0.22, -0.21, -0.21, -0.22, -0.21

2.
Entry from OMol25: 6 unconnected molecules or ions with the total composition C52H72F41N2O10 in a non-equilibrium geometry (ωB97M-V/def2-TZVPD).

* molecular weight: 1664.07 g/mol
* HOMO level: -11.2 eV
* strongest force on any atom: 0.07541 Eh/bohr
* charge: +1
* spin multiplicity: 1

The geometry in XYZ format:
```
177
Properties=species:S:1:pos:R:3:forces:R:3
C 2.7917 -1.8595 0.6628 0.1 1.3 -0.3
C 3.4320 -1.0242 -0.5737 -0.6 -1.9 1.5
O 3.6226 0.3318 -0.0837 -0.4 0.0 -2.4
C 3.5935 1.1942 -1.2303 0.8 0.9 0.1
C 2.1159 1.5588 -1.7451 0.9 -0.1 -1.2
O 1.0632 1.0461 -0.8576 1.2 0.0 0.3
N -0.1777 1.3614 -1.3856 -0.7 0.7 -1.0
C -0.9938 2.2796 -0.5156 -0.4 2.5 1.9
C -0.5382 2.2926 1.0450 1.3 0.8 -0.4
C 0.6782 3.3509 1.2784 -0.2 -1.1 1.3
C 0.7908 3.4968 2.8942 0.6 -0.4 -0.2
C 2.2929 3.6174 3.4194 0.1 0.0 0.8
C 3.1884 2.3114 3.2235 0.3 -0.1 0.9
C 2.7863 1.0845 4.1793 0.2 -0.6 -0.4
C 3.6322 -0.2066 3.7041 0.5 0.1 0.2
C 4.8716 -0.5559 4.6516 1.0 -0.6 0.0
C 6.2276 -0.9139 3.8320 -0.5 0.8 -0.6
O 6.4981 -2.3342 3.7854 1.0 1.1 1.0
C 7.6343 -2.6968 4.6115 0.0 -0.9 0.8
C -2.5729 2.1873 -0.7375 -1.3 0.5 1.2
C -3.4266 1.5053 0.4343 -0.7 0.6 0.4
O -3.0173 1.6503 -1.9908 1.8 -0.1 0.5
C -2.3902 0.4249 -2.4378 -1.6 0.0 -1.8
C -3.4372 -0.7433 -2.1217 0.2 -0.5 0.8
C -3.1400 -2.1815 -2.7207 -1.4 -1.9 0.5
C -4.3817 -2.7846 -3.5747 0.0 -0.4 0.4
F -1.9299 -2.3340 -3.4719 -1.1 0.8 0.7
C -2.3244 0.6690 -4.0515 0.2 1.8 -0.3
C -1.5150 2.0411 -4.3968 -0.1 -0.6 -0.6
C -3.7851 0.8899 -4.6980 0.0 -0.1 -1.4
C -4.1363 -0.2821 -5.7738 0.3 -0.7 1.4
C -0.8979 0.1506 -1.9309 0.4 -1.4 -2.7
O -0.6820 -1.0686 -1.1969 -1.3 1.6 3.0
C -1.0671 -1.0070 0.1354 1.2 -0.8 0.9
N -1.1527 -1.0964 1.3139 -0.1 0.4 -3.9
H 2.2300 -1.0747 1.2889 0.8 -1.3 -0.9
H 3.6197 -2.2894 1.3096 -1.2 0.3 -0.8
H 2.0299 -2.6205 0.3030 1.2 0.7 0.5
H 4.4363 -1.4892 -0.8635 -1.3 0.8 0.2
H 2.6952 -1.0975 -1.4411 1.0 0.4 0.9
H 4.1356 2.1786 -0.9888 -0.9 -1.5 0.0
H 4.1781 0.7525 -2.1172 -0.9 0.5 1.3
H 1.9917 1.0419 -2.7674 -0.1 0.9 1.4
H 2.0731 2.7046 -1.8428 -0.4 -1.6 0.2
H 0.0686 1.9204 -2.2360 -0.9 -0.4 0.4
H -0.6930 3.3430 -0.8492 -0.4 -1.8 0.2
H -1.3608 2.6456 1.7414 0.6 -0.6 -1.2
H -0.1359 1.2971 1.4036 -0.8 1.0 -0.5
H 1.6655 2.8714 0.9471 -1.4 0.9 0.1
H 0.4906 4.3478 0.7659 0.3 -1.2 0.6
H 0.1728 4.3579 3.3014 0.7 -1.0 -0.7
H 0.3627 2.5331 3.3551 0.6 1.4 -0.7
H 2.2236 3.7881 4.5573 0.1 -0.2 -1.6
H 2.8470 4.5364 3.0175 -0.9 -1.3 0.3
H 4.2746 2.5766 3.5021 -1.5 -0.3 -0.5
H 3.2274 1.9196 2.1567 -0.2 0.6 1.2
H 1.6686 0.8403 4.1262 1.5 0.5 0.0
H 3.0265 1.2808 5.2832 -0.4 0.0 -1.6
H 2.9832 -1.1415 3.6188 0.8 1.3 0.1
H 4.0719 0.0139 2.6649 -0.8 -0.4 1.4
H 4.6590 -1.4789 5.2995 0.2 1.4 -0.9
H 5.1657 0.2754 5.3740 -0.7 -0.8 -1.0
H 6.1167 -0.5739 2.7377 0.0 -0.4 1.5
H 7.1225 -0.3280 4.2472 -1.2 -1.0 -0.4
H 7.8456 -1.9695 5.4612 -0.5 -0.7 -1.1
H 8.5866 -2.8089 4.0030 -1.3 0.2 0.8
H 7.3705 -3.6962 5.1096 0.5 1.3 -0.9
H -2.9417 3.2806 -0.7424 0.8 -1.7 -0.2
H -2.8511 0.8710 1.1707 -0.7 0.5 -1.1
H -3.9405 2.3239 1.0611 0.9 -1.1 -0.9
H -4.2972 0.9532 -0.0715 1.5 0.6 1.0
H -3.5222 -0.8639 -0.9787 0.3 0.2 -1.7
H -4.5056 -0.4620 -2.4397 1.9 0.1 0.2
H -3.0486 -2.9097 -1.8344 0.3 1.2 -1.3
H -4.8217 -3.6925 -3.0244 0.8 1.4 -0.8
H -5.2348 -2.0457 -3.6913 1.2 -0.8 0.1
H -4.0519 -3.1532 -4.5963 -0.3 0.6 1.3
H -1.7479 -0.1406 -4.5974 -1.0 0.6 0.9
H -1.6747 2.2413 -5.5182 0.4 -0.4 1.7
H -0.3784 1.9140 -4.2813 -1.4 0.4 0.0
H -1.9350 2.9474 -3.8588 0.7 -1.2 -0.4
H -3.7689 1.8477 -5.3370 0.0 -1.3 1.3
H -4.6073 1.0517 -3.9370 1.2 -0.4 -0.9
H -3.3939 -1.1365 -5.5647 -1.1 1.2 -0.6
H -4.0423 0.0697 -6.8457 -0.2 -0.5 1.5
H -5.1663 -0.7408 -5.5513 1.4 0.9 -0.7
H -0.3158 -0.0630 -2.9066 -0.9 0.1 1.7
C 7.8375 -5.5047 0.5805 -0.7 -0.3 -0.3
C 8.6881 -5.3605 1.8614 0.0 -0.9 -0.3
C 9.5513 -4.1012 1.9582 0.3 0.5 0.4
F 10.4667 -4.0267 0.9764 -0.1 -0.1 -0.1
F 10.2468 -4.0919 3.1264 -0.2 -0.3 0.1
F 9.4385 -6.4762 2.0177 0.1 0.3 0.0
F 7.8172 -5.3444 2.9125 0.1 0.4 -0.1
O 8.3579 -6.3439 -0.4596 1.2 0.8 0.0
C 9.2625 -5.7690 -1.3767 -1.7 0.2 0.5
C 10.6520 -6.4123 -1.3152 0.7 -0.4 0.1
F 11.2040 -6.2858 -0.0900 -0.3 0.0 0.0
F 11.4961 -5.8136 -2.1885 -0.4 0.1 -0.1
F 9.2927 -4.4335 -1.2102 0.4 -0.1 -0.2
F 8.7306 -5.9762 -2.6029 0.4 -0.2 0.0
H 6.9188 -6.0110 0.8889 0.3 -0.1 0.1
H 7.5024 -4.5394 0.1927 0.3 0.0 0.1
H 8.9367 -3.1971 1.9314 -0.2 -0.1 -0.1
H 10.5995 -7.4768 -1.5535 -0.2 0.0 -0.1
C -6.4126 2.6586 -1.4277 0.6 -0.3 0.3
C -7.4243 2.4368 -2.5743 -0.3 -0.4 0.8
C -8.0017 3.6985 -3.2188 -0.3 0.5 -0.7
F -8.6935 4.4522 -2.3489 0.1 -0.2 0.1
F -8.8697 3.3632 -4.2079 0.2 -0.3 0.0
F -8.4113 1.6204 -2.1357 0.0 0.2 -0.1
F -6.7675 1.7396 -3.5504 0.1 0.4 -0.1
O -6.9181 2.5512 -0.0908 -0.8 0.9 -0.5
C -7.5106 3.6965 0.4875 1.3 -0.2 -0.4
C -8.9955 3.4924 0.8065 -0.8 -0.1 0.4
F -9.7065 3.2013 -0.3044 0.4 -0.1 -0.1
F -9.5355 4.6184 1.3301 0.5 0.1 0.0
F -7.2799 4.7683 -0.2924 -0.3 0.0 0.2
F -6.8349 3.9237 1.6358 -0.4 -0.2 0.0
H -5.6914 1.8395 -1.5012 -0.2 0.0 -0.1
H -5.8145 3.5632 -1.5656 -0.3 0.1 -0.1
H -7.2125 4.3123 -3.6626 0.1 -0.1 0.0
H -9.1341 2.6769 1.5177 0.4 0.4 -0.1
C 12.5258 -3.3908 8.3461 0.8 -0.3 0.0
C 11.1132 -3.7145 8.8807 0.6 0.3 0.7
C 9.9439 -3.3006 7.9861 -0.8 -0.3 -0.2
F 9.8961 -1.9706 7.7840 0.1 0.0 0.0
F 8.7629 -3.6396 8.5642 0.2 -0.2 0.1
F 10.9834 -3.1909 10.1222 -0.2 0.1 -0.2
F 11.0517 -5.0694 9.0368 -0.1 0.1 -0.4
O 13.1618 -2.2092 8.8528 -1.2 0.8 -0.4
C 12.8692 -0.9830 8.2204 0.8 -1.6 -0.4
C 12.1678 0.0084 9.1548 -0.3 0.4 0.6
F 10.9976 -0.4837 9.6138 0.2 -0.2 -0.1
F 11.8788 1.1602 8.5022 0.3 -0.2 -0.2
F 12.1850 -1.2085 7.0832 -0.1 0.5 0.1
F 14.0597 -0.4678 7.8392 -0.2 0.3 0.3
H 13.1693 -4.2031 8.6944 -0.2 0.1 0.2
H 12.5809 -3.4449 7.2558 -0.3 0.2 0.1
H 9.9928 -3.7995 7.0141 0.2 -0.1 0.0
H 12.7964 0.2432 10.0165 0.2 -0.1 -0.1
C -10.6039 -2.1924 0.5976 -0.7 0.3 -0.2
C -9.7769 -3.4766 0.3680 0.1 0.6 -0.6
C -9.1533 -4.1081 1.6138 0.2 -0.8 0.3
F -8.2768 -3.2897 2.2248 0.0 0.2 -0.1
F -8.4595 -5.2245 1.2758 -0.2 0.1 -0.3
F -8.8352 -3.2304 -0.5750 0.1 -0.1 0.2
F -10.6228 -4.3968 -0.1791 0.0 0.0 0.5
O -9.9518 -0.9406 0.3368 1.2 -0.2 0.9
C -9.1769 -0.3763 1.3686 -1.8 -0.9 -0.4
C -7.6938 -0.2662 1.0017 0.6 0.0 -0.4
F -7.1568 -1.4754 0.7282 -0.2 0.0 0.0
F -6.9817 0.2543 2.0311 -0.4 0.1 0.1
F -9.3889 -1.0494 2.5123 0.5 0.3 0.1
F -9.6801 0.8685 1.5737 0.3 -0.3 -0.1
H -11.4127 -2.2234 -0.1373 0.3 0.0 -0.1
H -11.1120 -2.1914 1.5652 0.3 -0.1 0.0
H -9.9211 -4.3993 2.3356 -0.1 0.1 -0.1
H -7.5569 0.3697 0.1258 -0.3 0.0 0.1
C -7.9838 4.0689 -8.7226 -0.7 0.4 -0.3
C -7.1416 2.7792 -8.8370 0.1 0.6 -0.8
C -6.5277 2.2604 -7.5364 0.1 -0.7 0.3
F -5.6661 3.1370 -6.9849 0.0 0.1 0.0
F -5.8165 1.1258 -7.7696 -0.3 0.1 -0.3
F -6.1912 2.9563 -9.7848 0.1 -0.1 0.3
F -7.9714 1.8076 -9.3159 0.0 0.0 0.5
O -7.3418 5.3018 -9.0766 1.1 -0.3 1.0
C -6.5849 5.9561 -8.0832 -1.8 -0.4 -0.4
C -5.0984 6.0509 -8.4428 0.7 0.1 -0.3
F -4.5485 4.8289 -8.6118 -0.3 0.0 0.0
F -4.4025 6.6591 -7.4509 -0.4 0.1 0.1
F -6.8009 5.3739 -6.8872 0.4 0.2 0.1
F -7.0980 7.2024 -7.9850 0.5 0.0 -0.1
H -8.7832 3.9691 -9.4616 0.3 0.0 -0.1
H -8.5036 4.1433 -7.7639 0.3 -0.1 0.0
H -7.3009 2.0218 -6.8009 -0.1 0.1 -0.1
H -4.9563 6.6157 -9.3666 -0.2 0.1 0.0
```
Positions in Å, forces in eV/Å.

Atomic partial charges in e from the Löwdin method, atoms 1 to 8: -0.06, -0.23, -0.19, -0.17, -0.09, -0.08, -0.02, -0.12

3.
Entry from OMol25: a single C21H25N5O3S molecule in a non-equilibrium geometry (ωB97M-V/def2-TZVPD).

* molecular weight: 427.53 g/mol
* energy relative to the best compared isomer or geometry (same formula, charge and spin): 4.221 eV
* HOMO level: -7.8 eV
* strongest force on any atom: 0.02707 Eh/bohr
* spin multiplicity: 1
* SMILES: COc1ccc(-c2nnc3ccc(SCC(=O)N4CCCCCC4)nn23)cc1OC

The geometry in XYZ format:
```
55
Properties=species:S:1:pos:R:3:forces:R:3
C -3.2321 -4.4308 -0.5906 -0.1 -0.2 -0.2
O -2.6982 -3.3727 0.1645 0.3 0.3 0.2
C -1.3874 -3.0482 -0.0111 -0.1 0.1 0.1
C -0.5259 -3.6538 -0.9122 -0.3 -0.1 0.1
C 0.7954 -3.2465 -1.0182 0.2 0.3 0.1
C 1.2561 -2.1940 -0.2456 -0.4 -0.2 -0.1
C 2.6266 -1.7296 -0.3258 0.1 0.2 0.0
N 3.7227 -2.4494 -0.4575 -0.8 -0.6 0.0
N 4.7889 -1.6650 -0.3720 1.1 0.7 0.0
C 4.3733 -0.4301 -0.1873 -0.6 -0.3 0.0
C 5.0290 0.8041 0.0063 -0.2 0.4 0.1
C 4.2559 1.9142 0.1436 0.4 -0.3 0.0
C 2.8364 1.7925 0.0331 -0.4 -0.6 -0.1
S 1.8776 3.2507 0.0227 -0.2 0.3 -0.2
C 0.3219 2.6666 -0.7182 0.5 0.2 0.4
C -0.7590 2.4184 0.3280 0.2 -0.1 -0.2
O -0.4786 2.2538 1.5000 0.2 0.0 0.3
N -2.0284 2.4069 -0.1359 -0.3 0.0 0.1
C -2.3319 2.5635 -1.5477 0.0 0.3 -0.5
C -3.7647 2.2217 -1.9520 0.3 -0.2 0.0
C -4.2024 0.8052 -1.5768 -0.3 0.2 0.1
C -4.8084 0.7298 -0.1790 0.3 -0.2 0.0
C -3.7898 0.9864 0.9248 -0.2 0.2 -0.1
C -3.1054 2.3512 0.8385 0.0 -0.2 0.4
N 2.2157 0.6585 -0.1093 -0.6 0.7 0.1
N 2.9835 -0.4241 -0.1675 1.3 -0.5 -0.1
C 0.4003 -1.5784 0.6724 -0.2 -0.1 0.1
C -0.9014 -2.0118 0.8205 -0.1 -0.1 0.0
O -1.7777 -1.5145 1.7333 0.0 -0.4 -0.3
C -1.2659 -0.6979 2.7686 0.1 0.2 0.2
H -3.1999 -4.2175 -1.6645 0.0 0.0 0.0
H -4.2698 -4.5224 -0.2737 0.1 0.0 -0.1
H -2.7095 -5.3723 -0.3926 0.0 0.0 0.0
H -0.8718 -4.4624 -1.5360 -0.1 -0.1 0.0
H 1.4663 -3.7372 -1.7044 0.1 -0.1 -0.1
H 6.1055 0.8296 0.0364 0.1 0.0 0.0
H 4.6751 2.8944 0.2990 0.1 0.1 0.0
H 0.5549 1.7399 -1.2438 -0.1 0.1 -0.1
H 0.0340 3.4475 -1.4200 0.0 -0.1 -0.1
H -2.1372 3.6027 -1.8532 0.0 -0.1 -0.1
H -1.6614 1.9113 -2.1173 -0.1 0.1 0.0
H -3.8023 2.3367 -3.0380 0.0 0.1 0.0
H -4.4651 2.9443 -1.5313 0.0 0.1 -0.1
H -3.3510 0.1250 -1.6424 0.1 -0.1 -0.1
H -4.9514 0.4686 -2.2968 0.1 -0.1 0.0
H -5.2305 -0.2656 -0.0292 -0.1 0.0 0.0
H -5.6263 1.4516 -0.1038 -0.1 0.0 0.0
H -3.0335 0.2038 0.9005 0.1 0.0 0.1
H -4.2976 0.9244 1.8889 0.0 0.0 0.1
H -2.6451 2.5773 1.8036 -0.1 0.1 -0.2
H -3.8331 3.1346 0.6107 0.0 0.0 0.0
H 0.7692 -0.7685 1.2796 0.0 0.1 0.1
H -0.9262 0.2747 2.4009 0.0 -0.1 0.0
H -2.0970 -0.5501 3.4562 0.1 0.0 0.0
H -0.4459 -1.1973 3.2927 0.0 0.0 0.0
```
Positions in Å, forces in eV/Å.

Atomic partial charges in e from the natural (NBO) method, atoms 1 to 8: -0.25, -0.48, 0.26, -0.30, -0.17, -0.10, 0.30, -0.24

4.
Entry from OMol25: 2 unconnected molecules or ions with the total composition C2H5OS (ωB97M-V/def2-TZVPD).

* molecular weight: 77.13 g/mol
* energy relative to the best compared isomer or geometry (same formula, charge and spin): 0.122 eV
* HOMO level: -2.8 eV
* strongest force on any atom: 0.01414 Eh/bohr
* charge: -1
* spin multiplicity: 1

The geometry in XYZ format:
```
9
Properties=species:S:1:pos:R:3:forces:R:3
S 2.7590 0.4295 -0.6364 -0.4 -0.6 0.1
H 2.0106 -0.7184 -0.5269 0.4 0.6 -0.1
O -1.8655 0.3727 -1.1284 -0.2 -0.1 0.0
C -0.7885 0.4199 -0.5719 -0.3 0.6 -0.2
C -0.5768 -0.2376 0.7596 0.0 0.2 -0.2
H 0.0330 0.9682 -1.0516 0.4 -0.2 0.2
H 0.1768 0.2362 1.3821 0.2 0.1 -0.2
H -0.2045 -1.2332 0.5130 -0.1 -0.2 0.3
H -1.5441 -0.2373 1.2606 0.0 -0.4 0.1
```
Positions in Å, forces in eV/Å.

Atomic partial charges in e from the natural (NBO) method, atoms 1 to 8: -1.05, 0.07, -0.59, 0.44, -0.73, 0.17, 0.25, 0.24

Question: Number 4 is which compound?
Answer: C2H5OS